Record 1
Formula: C21H41N5O3P
Source: the Open Molecules 2025 dataset
Level of theory: ωB97M-V/def2-TZVPD

orbital gap: 10.38 eV
total charge: +1
HOMO: -0.475 Ha
LUMO level: -2.5 eV
max |F|: 0.35 eV/A

Each line ends with the Mulliken charge.
Positions of all 71 atoms, in Å:
C -2.017 0.477 1.645  -1.097
C -2.262 1.330 0.443  0.837
O -3.166 1.255 -0.334  -0.563
O -1.280 2.293 0.293  -0.354
C -1.415 3.131 -0.855  -0.430
C -0.523 4.344 -0.623  -0.792
N -0.513 4.774 0.812  -0.012
P -1.633 6.186 1.307  0.223
C -3.219 5.282 1.261  -0.732
O -1.289 6.196 2.881  -0.454
H -2.334 1.012 2.544  0.298
H -0.959 0.236 1.748  0.327
H -2.611 -0.432 1.556  0.325
H -1.078 2.605 -1.751  0.372
H -2.462 3.384 -1.016  0.368
H -0.852 5.191 -1.229  0.323
H 0.510 4.122 -0.892  0.415
H -0.611 3.936 1.391  0.470
H 0.412 5.200 1.014  0.389
H -3.987 6.031 1.051  0.347
H -3.281 4.522 0.484  0.145
H -3.450 4.819 2.223  0.319
H -1.569 5.449 3.426  0.351
C -3.045 -1.338 -2.636  -0.460
C -3.243 -0.588 -3.946  -0.407
C -3.350 -1.535 -5.147  -0.582
C -2.132 -2.332 -5.303  0.267
N -1.168 -2.941 -5.434  -0.421
H -2.126 -1.924 -2.663  0.031
H -2.988 -0.643 -1.800  -0.046
H -3.874 -2.021 -2.443  0.400
H -2.410 0.098 -4.120  0.254
H -4.150 0.018 -3.902  0.354
H -3.512 -0.985 -6.075  0.330
H -4.192 -2.220 -5.019  0.303
C 4.734 6.112 -1.434  -1.126
C 5.248 5.844 -0.027  -0.416
C 4.296 4.963 0.798  -0.379
C 2.985 5.584 0.968  0.210
N 1.952 6.077 1.083  -0.608
H 3.792 6.664 -1.416  0.339
H 5.451 6.706 -1.997  0.335
H 4.574 5.180 -1.981  0.301
H 5.410 6.783 0.505  0.312
H 6.209 5.332 -0.065  0.309
H 4.699 4.768 1.793  0.324
H 4.144 4.000 0.306  0.284
C -0.260 -3.883 -1.230  -0.987
C 0.176 -3.733 0.221  -0.190
C -0.782 -4.429 1.198  -0.172
C -2.104 -3.802 1.155  0.121
N -3.141 -3.310 1.109  -0.510
H -1.263 -3.489 -1.401  0.110
H 0.428 -3.355 -1.889  0.387
H -0.258 -4.931 -1.533  0.310
H 0.231 -2.677 0.503  0.206
H 1.174 -4.153 0.341  0.210
H -0.417 -4.359 2.224  0.233
H -0.884 -5.487 0.950  0.280
C 1.152 -7.085 3.089  -0.932
C 2.482 -7.822 3.001  -0.468
C 3.602 -6.933 2.448  -0.476
C 3.275 -6.401 1.125  0.307
N 2.965 -5.977 0.104  -0.454
H 0.820 -6.785 2.094  0.140
H 0.377 -7.715 3.523  0.398
H 1.240 -6.187 3.706  0.297
H 2.374 -8.703 2.366  0.308
H 2.793 -8.176 3.985  0.307
H 4.544 -7.478 2.380  0.322
H 3.766 -6.078 3.109  0.268

---

Record 2
Formula: C21H42BBrN2O2
Source: the Open Molecules 2025 dataset
Level of theory: ωB97M-V/def2-TZVPD

orbital gap: 10.73 eV
HOMO: -0.391 Ha
LUMO level: 0.1 eV
max |F|: 3.37 eV/A

Each line ends with the Mulliken charge.
Positions of all 69 atoms, in Å:
C -0.986 1.816 2.365  -1.279
C -0.593 1.668 0.895  -0.092
O -1.748 1.648 0.039  -0.386
B -1.919 0.475 -0.651  0.613
O -2.820 -0.446 -0.229  -0.645
C -1.147 0.124 -2.006  0.947
C -2.105 0.366 -3.065  -0.403
N -2.937 0.603 -3.832  -0.526
C 0.161 0.955 -2.224  0.737
C 0.285 1.447 -3.584  -0.147
N 0.317 1.944 -4.644  -0.536
C 1.383 0.110 -1.879  -0.644
C 1.602 -1.071 -2.830  -0.813
C 1.768 -2.420 -2.154  -0.769
Br 2.892 -2.384 -0.573  -0.187
H -0.594 0.981 2.919  0.397
H -2.062 1.836 2.418  0.281
H -0.581 2.735 2.744  0.321
H 0.029 0.791 0.743  0.118
H 0.011 2.506 0.581  0.275
H -2.907 -0.444 0.725  0.299
H -0.924 -0.930 -2.059  0.015
H 0.151 1.820 -1.578  0.131
H 1.265 -0.209 -0.853  0.062
H 2.259 0.740 -1.890  0.463
H 0.754 -1.141 -3.495  0.417
H 2.476 -0.873 -3.425  0.448
H 0.808 -2.838 -1.900  0.351
H 2.221 -3.105 -2.845  0.510
C 5.755 -4.918 1.205  -1.016
C 4.884 -6.088 0.756  -0.386
C 3.435 -5.982 1.225  -0.238
C 3.244 -5.983 2.743  -0.717
C 3.812 -7.204 3.464  -0.391
C 3.159 -8.517 3.041  -1.185
H 5.827 -4.863 2.293  0.281
H 6.769 -5.022 0.815  0.380
H 5.351 -3.972 0.841  0.125
H 5.327 -7.028 1.099  0.279
H 4.890 -6.130 -0.337  0.347
H 2.860 -6.803 0.785  0.320
H 3.000 -5.063 0.822  -0.043
H 2.173 -5.911 2.956  0.373
H 3.695 -5.081 3.167  0.322
H 3.664 -7.069 4.539  0.352
H 4.892 -7.266 3.311  0.242
H 2.082 -8.491 3.220  0.292
H 3.572 -9.352 3.610  0.379
H 3.324 -8.728 1.984  0.283
C -3.826 8.529 -0.949  -1.195
C -4.791 7.480 -0.403  -0.390
C -4.157 6.545 0.624  -0.820
C -2.999 5.697 0.095  -0.498
C -3.342 4.810 -1.100  -0.205
C -4.411 3.766 -0.793  -1.106
H -2.991 8.070 -1.481  0.284
H -4.335 9.192 -1.650  0.383
H -3.421 9.142 -0.142  0.291
H -5.212 6.903 -1.231  0.232
H -5.633 7.991 0.071  0.387
H -4.932 5.890 1.032  0.296
H -3.793 7.140 1.468  0.405
H -2.632 5.066 0.912  0.193
H -2.164 6.350 -0.177  0.359
H -2.432 4.295 -1.418  0.172
H -3.659 5.421 -1.949  0.369
H -4.094 3.121 0.029  0.111
H -4.589 3.135 -1.666  0.361
H -5.363 4.225 -0.522  0.409

---

Record 3
Formula: C21H42BGeIrN7O3S
Source: the Open Molecules 2025 dataset
Level of theory: ωB97M-V/def2-TZVPD

spin multiplicity: 2
orbital gap (alpha / beta): 5.40 / 5.20 eV
total charge: +2
HOMO (alpha / beta): -0.497 / -0.493 Ha
LUMO level (alpha / beta): -8.1 / -8.2 eV
max |F|: 2.47 eV/A
<S²>: 0.771

Each line ends with the Löwdin spin population.
Positions of all 77 atoms, in Å:
Ir 0.106 0.493 -0.419  0.838
C 0.188 -2.595 3.773  0.000
C 0.768 -1.277 3.253  0.001
C 2.281 -1.269 3.457  0.000
C 0.112 -0.121 4.006  0.000
O 0.492 -1.106 1.863  0.011
Ge -0.070 -2.366 0.668  0.001
O -1.403 -0.899 0.055  0.015
C -2.826 -0.950 0.158  0.004
C -3.210 -0.979 1.638  0.000
C -3.309 -2.220 -0.549  0.002
C -3.451 0.274 -0.515  0.003
O 1.187 -1.372 -0.568  0.089
C 1.998 -1.945 -1.593  0.005
C 3.115 -0.953 -1.923  -0.002
C 2.615 -3.238 -1.055  0.006
C 1.157 -2.238 -2.834  0.000
H 0.377 -2.697 4.840  0.000
H 0.647 -3.445 3.263  0.000
H -0.891 -2.622 3.606  0.000
H 2.532 -1.348 4.516  0.000
H 2.715 -0.350 3.057  0.000
H 2.726 -2.115 2.930  0.000
H 0.242 -0.253 5.081  0.000
H -0.954 -0.092 3.777  0.000
H 0.561 0.827 3.709  0.000
H -2.701 -1.814 2.125  0.000
H -4.285 -1.104 1.756  0.000
H -2.907 -0.050 2.125  0.000
H -2.939 -3.108 -0.033  0.000
H -2.926 -2.226 -1.571  0.000
H -4.398 -2.254 -0.573  0.001
H -2.988 1.189 -0.136  0.003
H -4.520 0.309 -0.310  0.000
H -3.309 0.213 -1.593  0.000
H 3.748 -0.802 -1.045  0.000
H 2.688 0.009 -2.227  -0.001
H 3.731 -1.331 -2.738  0.000
H 3.126 -3.048 -0.109  0.000
H 3.340 -3.632 -1.766  0.001
H 1.842 -3.992 -0.895  0.000
H 0.700 -1.318 -3.203  0.000
H 0.362 -2.942 -2.581  0.000
H 1.777 -2.668 -3.621  0.000
C -3.697 -0.735 -4.890  0.000
C -2.238 -0.300 -5.090  0.000
C -1.807 0.626 -4.009  0.001
N -1.231 0.266 -2.923  -0.003
N -1.010 1.293 -2.058  0.013
C -1.412 2.467 -2.494  0.011
N -1.294 3.605 -1.786  0.005
S -2.130 2.358 -4.057  0.003
H -3.991 -1.419 -5.684  0.000
H -4.369 0.123 -4.913  0.000
H -3.822 -1.249 -3.937  0.000
H -2.130 0.188 -6.059  0.000
H -1.579 -1.168 -5.063  0.000
H -0.681 3.613 -0.990  0.003
H -1.540 4.489 -2.198  0.000
N 0.491 3.901 4.462  0.000
C 1.287 3.254 3.610  0.000
C 0.902 2.972 2.285  0.002
N 1.780 2.388 1.463  -0.002
C 3.000 2.014 1.907  0.000
C 3.305 2.244 3.235  0.000
N 2.485 2.855 4.067  0.000
H -0.410 4.267 4.205  0.000
H 0.844 4.086 5.388  0.000
H -0.064 3.226 1.874  0.002
H 3.662 1.513 1.220  0.000
H 4.255 1.917 3.639  0.000
B 2.173 2.335 -2.291  -0.009
C 2.299 2.535 -0.759  -0.006
N 1.405 2.207 0.134  0.006
H 1.223 1.816 -2.754  -0.001
H 3.203 3.000 -0.362  0.000
H 3.046 2.737 -2.972  0.000

---

Record 4
Formula: C21H42BO9P
Source: the Open Molecules 2025 dataset
Level of theory: ωB97M-V/def2-TZVPD

orbital gap: 8.13 eV
HOMO: -0.289 Ha
LUMO level: 0.3 eV
max |F|: 2.31 eV/A

Each line ends with the Mulliken charge.
Positions of all 74 atoms, in Å:
C -0.081 -2.456 1.238  -0.493
B 0.169 -0.924 1.523  0.365
O 1.102 -0.597 2.505  -0.695
P -0.710 0.535 0.547  -0.037
C -2.532 0.099 0.719  -0.500
O -3.314 0.570 -0.393  -0.425
C -4.155 -0.414 -0.873  0.214
C -4.071 -0.750 -2.206  -0.132
C -4.870 -1.750 -2.719  -0.768
C -5.744 -2.406 -1.892  -0.398
C -5.872 -2.061 -0.560  -0.598
C -5.068 -1.059 -0.069  -0.046
C -0.234 0.498 -1.265  -0.378
O 1.120 0.872 -1.497  -0.459
C 2.000 -0.187 -1.325  0.522
C 3.105 0.006 -0.512  0.069
C 3.995 -1.008 -0.268  -0.850
C 3.811 -2.251 -0.840  -0.464
C 2.720 -2.457 -1.652  -0.622
C 1.829 -1.434 -1.885  -0.254
H -1.126 -2.707 1.001  0.338
H 0.192 -3.046 2.123  0.168
H 0.517 -2.828 0.400  0.035
H 0.599 -0.394 3.307  0.275
H -2.955 0.504 1.644  0.281
H -2.563 -0.995 0.808  0.413
H -3.376 -0.228 -2.863  0.512
H -4.832 -2.041 -3.764  0.394
H -6.361 -3.215 -2.276  0.360
H -6.547 -2.548 0.136  0.395
H -5.092 -0.750 0.976  0.395
H -0.863 1.250 -1.754  0.339
H -0.503 -0.455 -1.737  0.195
H 3.255 0.972 -0.040  0.150
H 4.843 -0.853 0.392  0.431
H 4.529 -3.042 -0.647  0.422
H 2.559 -3.441 -2.085  0.496
H 0.960 -1.606 -2.517  0.457
C 1.172 3.942 0.685  -0.505
O 2.164 3.003 1.058  -0.503
H 1.255 4.816 1.328  0.304
H 1.315 4.248 -0.356  0.232
H 0.180 3.500 0.808  0.173
H 2.052 2.249 0.472  0.205
C 5.635 3.252 -1.372  -0.306
O 5.051 3.076 -2.661  -0.556
H 6.596 3.745 -1.490  0.243
H 4.984 3.874 -0.751  0.131
H 5.786 2.280 -0.894  0.199
H 4.203 2.639 -2.537  0.304
C -6.284 2.747 -2.827  -0.529
O -5.016 2.416 -3.380  -0.530
H -6.658 3.630 -3.340  0.244
H -6.989 1.923 -2.970  0.240
H -6.189 2.965 -1.760  0.242
H -4.700 1.634 -2.917  0.309
C -4.472 -1.917 4.393  -0.676
O -3.276 -1.894 3.619  -0.372
H -5.075 -1.057 4.112  0.211
H -5.036 -2.831 4.194  0.298
H -4.237 -1.856 5.459  0.302
H -2.751 -2.658 3.876  0.260
C 6.893 5.428 1.399  -0.546
O 8.021 4.854 0.745  -0.512
H 6.375 4.645 1.947  0.204
H 7.213 6.204 2.101  0.299
H 6.213 5.860 0.660  0.257
H 8.467 5.558 0.266  0.293
C 1.738 -5.819 1.713  -0.662
O 1.317 -5.011 0.619  -0.422
H 0.857 -6.103 2.284  0.232
H 2.236 -6.722 1.352  0.304
H 2.419 -5.259 2.359  0.279
H 2.104 -4.766 0.123  0.248